Formula: C40H71N3O10S5
Source: the OMol25 dataset
Level of theory: ωB97M-V with the def2-TZVPD basis set

Values from the calculation:
Energy (eV): -121725.9554
HOMO (eV): -8.4652
HOMO-LUMO gap (eV): 6.4
Total charge: 0

```
129
C40H71N3O10S5 (ωB97M-V with the def2-TZVPD basis set)
C 1.37702 -4.66431 3.78133
C -0.21941 -4.25583 3.91809
N -0.75252 -3.52249 2.70425
C -2.26574 -3.41296 2.72333
C -2.80980 -2.45744 1.46551
C -0.18727 -2.11233 2.58804
S -0.62917 -0.90540 3.74274
S 0.96521 -1.77785 1.14359
C 2.19854 -0.50171 1.74093
C 2.60446 0.60470 0.60187
C 1.36099 1.51415 0.03928
C 1.68165 1.95049 -1.53609
C 0.64432 1.42094 -2.69234
C 0.89669 1.80186 -4.29890
S -0.41537 1.15269 -5.49361
C 2.20395 2.68244 -4.75016
C 3.27920 3.24816 -3.60319
C 2.96225 2.87136 -2.00708
C 3.94702 3.41244 -0.76303
C 3.26436 4.47021 0.22375
C 4.12021 5.07932 1.46936
C 5.62337 4.45014 1.47986
C 6.03290 3.36150 0.37599
N 5.29121 2.77775 -0.77636
C 4.57456 4.12757 -4.09506
O 5.65585 4.42252 -3.34378
C 4.61778 4.74288 -5.65009
S 5.93570 6.06533 -6.05515
C 3.64003 4.24641 -6.67679
N 3.65003 4.83795 -8.09559
C 3.06948 6.11211 -8.06438
S 3.01618 7.84302 -7.96715
C 2.52719 3.05204 -6.31473
O 1.99120 2.43501 -7.39263
H 2.00544 -4.07806 4.58213
H 1.80403 -4.53302 2.68824
H 1.45936 -5.81640 4.03022
H -0.35463 -3.58331 4.87042
H -0.84488 -5.24671 4.03062
H -2.70302 -4.49541 2.52894
H -2.69248 -2.99225 3.72995
H -2.81262 -1.33791 1.87152
H -2.07241 -2.52348 0.54194
H -3.90206 -2.75581 1.15525
H 3.20050 -1.09830 1.99660
H 1.90408 0.06243 2.72282
H 3.36519 1.36791 1.11551
H 3.14053 0.05167 -0.30125
H 1.09938 2.45404 0.69836
H 0.39933 0.81293 -0.00484
H -0.29556 0.79225 -2.37512
H -1.34085 2.23494 -5.58206
H 2.15204 4.81532 0.05741
H 3.66578 5.85522 2.21882
H 6.39936 4.79476 2.29634
H 7.14236 2.92783 0.48610
H 6.80401 5.35449 -6.94493
C -6.24390 -6.36507 3.13242
C -5.43431 -6.29066 1.85446
O -4.06208 -6.09148 2.16066
H -6.12852 -5.44527 3.71514
H -7.30505 -6.51390 2.91364
H -5.89531 -7.18828 3.76457
H -5.77120 -5.45355 1.23597
H -5.53409 -7.21198 1.27242
H -3.77038 -6.84440 2.70292
C -1.08201 8.74293 -5.70605
C 0.19708 8.61636 -4.90476
O 0.73675 7.31159 -5.05573
H -1.81763 8.00199 -5.37621
H -1.51337 9.74193 -5.59670
H -0.89421 8.55418 -6.76808
H 0.00106 8.78392 -3.84161
H 0.94241 9.34530 -5.23745
H 0.91526 7.17583 -6.00215
C 7.25908 9.16748 1.10245
C 7.64412 8.00595 1.99506
O 7.16800 6.78891 1.43956
H 6.17160 9.21900 0.98563
H 7.61487 10.11400 1.51904
H 7.68140 9.04243 0.10005
H 7.20206 8.12376 2.98879
H 8.73077 7.93980 2.10626
H 7.57300 6.68944 0.56087
C 0.30989 -8.57839 5.79883
C -0.49587 -9.54747 4.95871
O -1.19655 -8.84316 3.94410
H -0.34491 -7.83037 6.25778
H 0.85264 -9.10509 6.58879
H 1.02974 -8.03395 5.17899
H -1.22874 -10.07325 5.57778
H 0.15331 -10.29079 4.48588
H -0.53639 -8.38663 3.39476
C -6.67670 -11.72379 3.47561
C -6.39664 -10.27224 3.14587
O -5.80017 -9.62784 4.26185
H -7.34252 -11.80016 4.34150
H -7.14097 -12.23387 2.62689
H -5.75146 -12.24695 3.73834
H -7.32622 -9.74796 2.90544
H -5.72107 -10.18765 2.28913
H -4.97124 -10.09561 4.46200
C -6.83912 -0.41088 -1.29400
C -5.56003 -0.53745 -0.49271
O -5.02036 -1.84221 -0.64368
H -7.57473 -1.15181 -0.96416
H -7.27048 0.58813 -1.18465
H -6.65132 -0.59962 -2.35603
H -5.75605 -0.36988 0.57044
H -4.81470 0.19150 -0.82540
H -4.84185 -1.97797 -1.59010
C -10.75190 0.45869 1.43108
C -10.01798 -0.39556 0.41828
O -8.66410 -0.56071 0.81348
H -10.27530 1.44007 1.52416
H -11.79627 0.59946 1.13866
H -10.72269 -0.00476 2.42262
H -10.03061 0.08168 -0.56604
H -10.48071 -1.38322 0.32902
H -8.66364 -0.99298 1.68478
C 9.69122 4.40746 -3.05340
C 9.19235 3.09694 -3.62597
O 7.95930 2.74051 -3.01853
H 9.82652 4.32727 -1.96980
H 10.64363 4.69420 -3.50807
H 8.96350 5.20731 -3.22505
H 9.91219 2.29608 -3.43300
H 9.04211 3.17292 -4.70726
H 7.32455 3.45402 -3.20292
```

Mulliken population analysis, charges in e, atoms 1 to 99: atom 1 (C): -0.66, atom 2 (C): -0.24, atom 3 (N): 0.02, atom 4 (C): -0.08, atom 5 (C): -0.61, atom 6 (C): -0.19, atom 7 (S): -0.16, atom 8 (S): -0.10, atom 9 (C): -0.62, atom 10 (C): -0.46, atom 11 (C): -0.34, atom 12 (C): 0.62, atom 13 (C): -0.83, atom 14 (C): -0.29, atom 15 (S): -0.17, atom 16 (C): 0.04, atom 17 (C): 0.26, atom 18 (C): 0.03, atom 19 (C): 0.24, atom 20 (C): -0.28, atom 21 (C): -0.51, atom 22 (C): -0.24, atom 23 (C): -0.23, atom 24 (N): -0.27, atom 25 (C): 0.41, atom 26 (O): -0.58, atom 27 (C): 0.12, atom 28 (S): -0.13, atom 29 (C): -0.02, atom 30 (N): -0.41, atom 31 (C): 0.31, atom 32 (S): -0.10, atom 33 (C): 0.41, atom 34 (O): -0.53, atom 35 (H): 0.24, atom 36 (H): 0.23, atom 37 (H): 0.06, atom 38 (H): 0.32, atom 39 (H): 0.23, atom 40 (H): 0.14, atom 41 (H): 0.23, atom 42 (H): 0.20, atom 43 (H): 0.11, atom 44 (H): 0.21, atom 45 (H): 0.30, atom 46 (H): 0.39, atom 47 (H): 0.14, atom 48 (H): 0.35, atom 49 (H): 0.24, atom 50 (H): 0.26, atom 51 (H): 0.26, atom 52 (H): 0.18, atom 53 (H): 0.40, atom 54 (H): 0.32, atom 55 (H): 0.33, atom 56 (H): 0.30, atom 57 (H): 0.18, atom 58 (C): -0.93, atom 59 (C): -0.18, atom 60 (O): -0.49, atom 61 (H): 0.28, atom 62 (H): 0.34, atom 63 (H): 0.19, atom 64 (H): 0.28, atom 65 (H): 0.22, atom 66 (H): 0.21, atom 67 (C): -0.98, atom 68 (C): -0.23, atom 69 (O): -0.38, atom 70 (H): 0.26, atom 71 (H): 0.34, atom 72 (H): 0.31, atom 73 (H): 0.26, atom 74 (H): 0.23, atom 75 (H): 0.18, atom 76 (C): -1.07, atom 77 (C): -0.25, atom 78 (O): -0.37, atom 79 (H): 0.27, atom 80 (H): 0.35, atom 81 (H): 0.34, atom 82 (H): 0.28, atom 83 (H): 0.24, atom 84 (H): 0.21, atom 85 (C): -0.89, atom 86 (C): -0.28, atom 87 (O): -0.47, atom 88 (H): 0.25, atom 89 (H): 0.36, atom 90 (H): 0.19, atom 91 (H): 0.26, atom 92 (H): 0.28, atom 93 (H): 0.28, atom 94 (C): -1.16, atom 95 (C): -0.11, atom 96 (O): -0.51, atom 97 (H): 0.28, atom 98 (H): 0.34, atom 99 (H): 0.34